1.
{
  "formula": "C3H6N2O",
  "method": "ωB97M-V/def2-TZVPD",
  "symbols": ["N", "C", "O", "N", "C", "C", "H", "H", "H", "H", "H", "H"],
  "positions_angstrom": [[1.865, 0.374, -0.361], [0.965, -0.627, -0.139], [1.090, -1.755, -0.573], [-0.112, -0.226, 0.676], [-1.447, -0.618, 0.296], [-1.023, 0.808, 0.220], [1.793, 1.268, 0.099], [2.695, 0.154, -0.884], [-1.553, -1.162, -0.640], [-2.085, -0.962, 1.105], [-0.848, 1.219, -0.773], [-1.341, 1.525, 0.975]],
  "forces_ev_per_a": [[0.0, 0.1, 0.0], [0.0, -0.1, -0.1], [-0.1, 0.4, 0.1], [0.2, -0.1, 0.0], [-0.2, -0.2, 0.0], [-0.1, 0.3, -0.1], [0.0, -0.3, -0.1], [0.0, 0.0, 0.1], [0.1, 0.1, 0.1], [0.1, 0.1, -0.1], [-0.1, -0.1, 0.1], [0.0, -0.1, -0.1]],
  "lowdin_charge": [0.165, -0.601, 0.061, -0.033, -0.112, -0.122, 0.103, 0.106, 0.114, 0.106, 0.111, 0.102],
  "smiles": "NC(=O)N1CC1",
  "homo_lumo_gap_ev": 10.717
}

=====

2.
{
  "formula": "C3H6N2O",
  "method": "ωB97M-V/def2-TZVPD",
  "symbols": ["N", "C", "C", "O", "C", "N", "H", "H", "H", "H", "H", "H"],
  "positions_angstrom": [[1.578, -0.425, 0.456], [0.519, -0.029, -0.446], [-0.661, -0.966, -0.858], [-1.607, -0.094, -0.167], [-0.598, 0.764, 0.194], [-0.554, 1.727, 0.993], [2.102, 0.428, 0.652], [1.252, -0.721, 1.383], [0.998, 0.437, -1.317], [-0.949, -1.015, -1.919], [-0.636, -1.970, -0.435], [-1.445, 1.864, 1.464]],
  "forces_ev_per_a": [[0.2, -0.2, 0.3], [-0.4, 0.2, -0.7], [0.3, -0.3, 0.0], [0.1, 0.1, 0.1], [0.3, 0.2, 0.5], [-0.3, -0.2, 0.0], [0.1, -0.3, -0.1], [-0.2, 0.0, -0.6], [-0.3, 0.0, 0.2], [0.4, 0.0, 0.3], [-0.1, 0.1, 0.1], [-0.1, 0.2, -0.1]],
  "lowdin_charge": [0.043, -0.293, -0.078, 0.001, -0.448, 0.165, 0.079, 0.087, 0.147, 0.120, 0.117, 0.061],
  "homo_lumo_gap_ev": 10.762
}

=====

3.
{
  "formula": "C3H6N2O",
  "method": "ωB97M-V/def2-TZVPD",
  "symbols": ["O", "N", "C", "N", "C", "C", "H", "H", "H", "H", "H", "H"],
  "positions_angstrom": [[2.013, -0.002, -0.206], [0.679, 0.083, 0.329], [-0.023, -1.088, 0.042], [-1.261, -0.965, -0.179], [-1.555, 0.448, 0.077], [-0.241, 1.153, -0.121], [2.552, 0.346, 0.568], [0.648, -1.996, 0.112], [-2.303, 0.736, -0.613], [-1.942, 0.484, 1.106], [-0.080, 2.031, 0.549], [0.007, 1.513, -1.106]],
  "forces_ev_per_a": [[0.0, 1.3, 1.7], [0.2, -0.3, 0.0], [1.4, -1.0, 0.1], [0.2, -1.0, 0.4], [0.0, -0.7, 0.0], [1.7, 1.4, 1.7], [-0.8, -0.7, -1.5], [-1.3, 0.8, -0.4], [-0.9, 0.7, -0.5], [0.2, 0.4, -0.2], [-0.4, -0.6, -0.4], [-0.2, -0.3, -0.8]],
  "lowdin_charge": [-0.044, -0.170, -0.215, 0.050, -0.206, -0.139, 0.130, 0.148, 0.092, 0.122, 0.121, 0.111],
  "smiles": "ON1C=NCC1",
  "homo_lumo_gap_ev": 9.837
}

=====

4.
{
  "formula": "C3H6N2O2",
  "method": "ωB97M-V/def2-TZVPD",
  "symbols": ["C", "N", "C", "C", "N", "O", "O", "H", "H", "H", "H", "H", "H"],
  "positions_angstrom": [[-1.754, 0.593, 0.464], [-1.114, -0.455, -0.293], [-0.024, -0.163, -1.161], [1.353, -0.118, -0.491], [1.336, 0.318, 0.794], [2.367, -0.500, -1.056], [-2.214, 0.362, 1.633], [-1.610, 1.566, -0.034], [-1.115, -1.368, 0.136], [0.072, -0.843, -2.011], [-0.207, 0.823, -1.595], [2.202, 0.376, 1.301], [0.514, 0.827, 1.108]],
  "forces_ev_per_a": [[0.5, 0.1, -0.3], [-0.4, -0.6, -0.5], [0.2, 0.3, 0.2], [-0.2, 0.0, 0.1], [0.0, 0.2, -0.1], [0.3, -0.1, -0.1], [-0.1, 0.1, 0.1], [-0.1, 0.0, 0.3], [0.0, 0.2, 0.2], [0.0, -0.1, 0.1], [0.0, 0.1, -0.1], [0.0, 0.1, -0.1], [-0.1, -0.3, 0.1]],
  "mulliken_spin": [0.716, 0.043, -0.114, 0.179, 0.075, -0.063, 0.136, 0.049, -0.003, 0.009, 0.059, -0.026, -0.061],
  "total_charge": -1,
  "spin_multiplicity": 2,
  "homo_lumo_gap_ev": [3.319, 7.668]
}

=====

5.
{
  "formula": "C3H6N2O2",
  "method": "ωB97M-V/def2-TZVPD",
  "symbols": ["C", "C", "C", "H", "H", "H", "H", "H", "H", "N", "N", "O", "O"],
  "positions_angstrom": [[-0.621, 0.826, -0.331], [-0.334, -1.534, 0.123], [1.008, -0.673, 0.311], [2.149, 1.996, -0.124], [-0.931, 1.701, 0.770], [-0.891, 1.461, -1.205], [-2.488, -0.731, -0.366], [-0.494, -1.567, 1.080], [-0.502, -2.219, -0.466], [0.739, 0.592, -0.226], [-1.210, -0.452, -0.607], [1.517, 1.710, 0.380], [2.058, -1.110, 0.662]],
  "forces_ev_per_a": [[-3.6, 4.3, 1.4], [2.0, 11.6, 0.2], [-0.5, -1.6, -2.8], [5.7, 1.8, -5.6], [0.4, -2.8, -2.7], [0.4, 0.0, 0.7], [5.3, 1.9, -0.7], [-2.1, -1.3, 5.4], [-0.2, -7.9, -5.3], [3.6, 0.8, 1.2], [-3.5, -2.9, 2.4], [-7.9, -4.2, 4.8], [0.4, 0.3, 0.8]],
  "lowdin_charge": [-0.332, -0.004, -0.380, 0.000, 0.193, 0.109, 0.260, 0.060, 0.024, -0.061, -0.069, 0.080, 0.119],
  "homo_lumo_gap_ev": 9.672
}

=====

6.
{
  "formula": "C3H6N2O2",
  "method": "ωB97M-V/def2-TZVPD",
  "symbols": ["C", "C", "N", "N", "C", "O", "O", "H", "H", "H", "H", "H", "H"],
  "positions_angstrom": [[-0.967, 0.871, 0.714], [-0.468, -0.566, -0.888], [0.072, -1.755, -0.795], [1.510, 0.130, 0.489], [0.307, 0.496, -0.207], [-2.004, 1.400, 0.048], [-0.890, 0.867, 1.911], [-1.975, 1.062, -0.866], [1.003, -1.900, -0.404], [-0.371, -2.548, -1.232], [2.054, 0.944, 0.746], [1.286, -0.352, 1.355], [0.444, 1.352, -0.872]],
  "forces_ev_per_a": [[1.3, 1.6, 0.3], [0.5, -1.0, -1.3], [0.0, 0.4, -0.1], [0.0, 0.0, 0.0], [-1.5, -0.3, 0.8], [0.0, -0.3, 0.2], [-0.2, -0.4, -0.3], [0.1, -0.1, 0.2], [0.0, 0.0, 0.0], [0.0, 0.0, 0.2], [0.0, 0.0, 0.0], [-0.1, 0.1, 0.0], [0.0, -0.1, 0.1]],
  "lowdin_charge": [-0.510, -0.095, 0.088, 0.047, -0.335, 0.084, 0.114, 0.090, 0.099, 0.099, 0.084, 0.085, 0.150],
  "homo_lumo_gap_ev": 9.778
}

=====

7.
{
  "formula": "C3H6N2O2",
  "method": "ωB97M-V/def2-TZVPD",
  "symbols": ["H", "N", "C", "C", "O", "N", "C", "O", "H", "H", "H", "H", "H"],
  "positions_angstrom": [[-0.725, 2.536, 0.042], [0.152, 1.956, -0.053], [-0.233, 0.762, -0.127], [-1.646, 0.328, -0.026], [-2.047, -0.693, -0.570], [0.640, -0.225, -0.496], [0.606, -1.546, 0.197], [1.932, 0.205, -0.425], [-2.324, 1.114, 0.642], [-0.362, -2.104, 0.074], [0.910, -1.418, 1.233], [1.396, -2.089, -0.225], [1.700, 1.173, -0.266]],
  "forces_ev_per_a": [[1.6, -0.3, 0.1], [-1.4, 2.1, 0.3], [-0.2, -1.9, -0.7], [-2.2, -0.6, 0.2], [0.1, 2.4, 1.4], [-1.3, -2.0, 0.9], [-1.4, 0.5, 0.0], [0.5, 2.0, 0.0], [1.2, -1.9, -1.6], [1.1, 0.9, 0.1], [-0.4, 0.1, 0.3], [0.9, -0.9, -0.9], [1.5, -0.4, -0.2]],
  "lowdin_charge": [0.091, 0.143, -0.441, -0.169, 0.060, -0.172, -0.009, -0.014, 0.171, 0.101, 0.092, 0.064, 0.083],
  "smiles": "[H]/N=C(\\C=O)N(C)O",
  "homo_lumo_gap_ev": 8.652
}

=====

8.
{
  "formula": "C3H6N2O2",
  "method": "ωB97M-V/def2-TZVPD",
  "symbols": ["C", "N", "N", "C", "C", "O", "O", "H", "H", "H", "H", "H", "H"],
  "positions_angstrom": [[1.360, -1.869, 0.718], [0.306, -1.074, 0.364], [0.033, -0.006, 0.900], [-0.920, 0.952, 0.241], [-0.638, 1.338, -1.232], [-1.106, 2.282, -1.770], [0.041, 0.471, -2.096], [1.195, -2.814, 0.083], [2.173, -1.690, 1.671], [-0.002, 0.146, 1.839], [-0.857, 1.981, 0.628], [-1.906, 0.553, 0.194], [0.321, -0.272, -1.541]],
  "forces_ev_per_a": [[-2.4, 0.9, 0.0], [4.8, -7.1, -1.8], [-2.4, 7.0, -0.6], [1.9, 0.2, -1.3], [0.8, -2.3, -2.3], [-0.7, 1.5, 0.7], [-0.4, 0.5, 2.2], [1.3, 1.3, 1.5], [-2.7, -0.5, -2.8], [0.8, 0.1, 3.3], [-0.2, -0.8, 0.9], [-1.0, -0.2, 0.3], [0.2, -0.5, -0.1]],
  "lowdin_charge": [-0.040, -0.151, -0.095, -0.023, -0.485, 0.119, 0.077, 0.062, 0.120, 0.104, 0.137, 0.117, 0.059],
  "smiles": "C=NNCC(=O)O",
  "homo_lumo_gap_ev": 9.582
}

=====

Table of energy relative to the best compared isomer or geometry (same formula, charge and spin) (kcal/mol), in record order: 27.1 44.2 71.6 8.9 182.7 66.4 100.5 102.6